Record 1
Here is an isolated ion of composition C4H8N3O and charge +1 at a distorted geometry from OMol25. Energies are from ωB97M-V with the def2-TZVPD basis set.

Geometry as XYZ:
```
16
Properties=species:S:1:pos:R:3:lowdin_charge:R:1
H -0.15167 0.06395 -1.89496 0.193
H -2.53739 -0.89125 0.19724 0.131
H -1.81649 -0.59674 1.61445 0.114
O 3.24099 0.41161 0.00590 0.209
N 1.23808 1.29526 -0.82546 0.148
H 1.11523 2.27383 -1.23239 0.211
C 0.04615 0.42351 -0.82752 -0.221
C 0.91481 -0.60918 -0.17589 -0.057
C -1.16495 0.70068 0.02005 -0.105
H -1.85141 1.24318 -0.46339 0.088
H -0.59895 -1.58696 0.67836 0.156
N 0.62850 -1.56683 0.64934 0.221
H 1.28555 -2.24279 1.06092 0.160
H -0.81725 1.25659 0.86719 0.136
N -1.66322 -0.58497 0.62623 0.037
C 2.13201 0.41010 -0.30009 -0.423
```

Values from the calculation:
E_HOMO = -14.6 eV
SMILES = NC[C@H]1NC(=O)C1=[NH2+]
Charge = +1
HOMO-LUMO gap = 9.70 eV

Record 2
Here is C56H36F3IInN3O5PS3 as an isolated structure at a distorted geometry from OMol25. Energies are from ωB97M-V with the def2-TZVPD basis set.

Geometry as XYZ:
```
109
Properties=species:S:1:pos:R:3:lowdin_charge:R:1
H 3.68569 3.32645 5.38759 0.103
C 4.85968 -0.79905 -0.98328 -0.021
C 1.02963 3.95961 -1.25807 -0.704
C -3.88629 -0.46662 -0.60952 -0.429
C 1.40688 2.58054 2.95892 -0.313
H 1.13578 8.51010 -2.28506 0.115
C 4.70458 -3.19635 -2.38865 -0.025
H -5.54677 2.29098 0.45080 0.101
F 1.80809 -2.34342 9.50933 0.128
C -5.92481 -1.06280 0.50633 -0.093
C 1.67178 5.17679 -1.89906 -0.097
H -4.90323 -0.00693 -7.26681 0.107
H -1.30309 -3.81721 1.73071 0.090
C -2.18030 0.78212 -4.64452 -0.544
C 0.19459 -0.81918 3.54829 -0.048
H -7.10822 0.55627 1.25483 0.096
H -5.64388 -1.83673 -6.03966 0.108
C 1.59393 -2.43979 7.14523 -0.125
C -4.15464 0.24783 -6.53090 -0.048
C -3.11825 -0.24170 -4.33866 -0.191
H 0.08187 6.45733 -1.29739 0.118
C 1.50546 -2.48698 4.74670 -0.004
C 1.36082 -0.13056 -0.69190 -0.119
C -2.89992 -5.55061 1.32829 -0.101
H -6.60902 -1.82276 0.85342 0.101
O 2.86614 9.65914 -3.44858 0.059
C 2.84357 7.43036 -2.98622 -0.168
H 2.47088 -3.97980 5.93807 0.122
C 3.60912 -1.30776 -1.36597 -0.242
C 2.70928 1.98708 1.29654 -0.438
H 0.63588 -0.76783 8.09444 0.118
C -1.24873 -3.18439 -0.28903 -0.185
C -0.86964 -2.63213 -2.58820 -0.111
C 1.91184 -3.05472 5.93584 -0.010
H 4.66491 -4.13298 -2.92996 0.116
H -1.08539 -2.01082 -3.44528 0.081
H 1.73852 -2.96537 3.80720 0.121
C -2.00061 -3.37467 1.01027 -0.615
C 1.54424 3.46952 5.57328 -0.099
H -1.57447 2.31147 -5.98447 0.078
H -3.83866 -6.08143 1.17806 0.089
C 2.42002 -0.63680 -1.02388 -0.156
H -3.49057 1.63968 -0.74313 0.085
C -4.02615 -2.10933 -3.09685 -0.094
C 0.41046 -4.38127 -1.62428 -0.090
C -6.21144 0.27366 0.72332 -0.093
C 6.01581 -1.47521 -1.29435 -0.029
S 3.92632 2.37030 2.47774 1.058
C -5.33424 1.24663 0.27837 -0.083
H 2.58528 -2.89473 -2.37158 0.089
H -0.59372 3.55728 5.48168 0.101
N 1.50205 2.12997 1.67771 0.005
C 3.48969 6.19988 -3.09113 0.010
C -4.89999 -2.43754 -4.13129 -0.059
C 1.60958 7.54106 -2.34582 0.012
H -3.37654 1.91535 -7.61015 0.102
H 3.37450 4.11103 -2.61827 0.118
C 5.94919 -2.68492 -1.99709 -0.254
C -4.18287 0.87805 -0.39171 -0.124
C 3.55366 -2.51358 -2.08075 -0.015
C 0.48523 -0.67295 5.96407 -0.003
C 0.88719 -1.23989 7.15526 -0.006
H -0.71361 2.73034 3.12658 0.115
H 6.98041 -1.08471 -0.99577 0.116
C 2.72612 3.20344 4.90855 -0.097
C 2.89965 5.07778 -2.54875 0.003
In -0.19389 1.57303 -0.22776 0.510
H 4.44252 6.15148 -3.59703 0.115
C 0.76067 -1.30143 4.74467 -0.220
H 2.95880 1.64750 0.30942 0.048
F 1.21281 -4.22558 8.65602 0.127
C -2.29712 1.53495 -5.79022 -0.175
C 1.96506 -3.12362 8.42763 -0.581
H -5.54629 -3.29748 -4.03337 0.104
O -3.06577 -4.27377 0.76851 -0.224
C -4.76311 -1.44051 -0.14254 -0.163
H -4.01449 -2.73105 -2.21530 0.094
N 3.45819 8.59213 -3.53935 -0.359
C 2.65202 2.76881 3.59464 -0.462
C 1.03324 6.41160 -1.80565 0.002
C -1.55127 -2.36974 -1.38870 -0.288
C 7.11762 -3.40176 -2.30772 -0.217
S -1.55833 -0.33546 1.33750 0.438
C -3.18089 -1.02142 -3.15127 -0.300
C -0.41597 -0.48317 2.55598 -0.478
I -0.40702 1.18741 -3.50328 1.073
H -2.09451 -6.10325 0.82891 0.086
H -4.53864 -2.49239 -0.24865 0.083
F 3.24087 -3.55781 8.46350 0.130
H 0.52507 -3.80188 -3.69438 0.108
H 1.18071 -5.13629 -1.67930 0.103
N 8.06106 -4.00757 -2.56307 0.139
C -4.07416 -0.54053 -5.36545 -0.166
C 0.05948 -3.63443 -2.73404 -0.088
O -0.00328 4.15129 -0.59538 -0.088
P -2.30655 -0.69696 -1.53613 0.952
C -0.24169 -4.14582 -0.43351 -0.041
O 4.55031 8.47199 -4.07691 0.060
S -2.73017 -1.98787 1.98547 0.685
O 1.58542 2.85781 -1.42494 -0.142
H -0.07602 0.24659 5.96325 0.114
H 4.90383 0.13198 -0.43343 0.108
C 0.30903 3.31463 4.94030 -0.090
H -2.68277 -5.49180 2.40068 0.094
C -4.94763 -1.63861 -5.23616 -0.039
H 0.04258 -4.74247 0.42217 0.110
C 0.22770 2.86357 3.64048 -0.006
H 1.58434 3.80555 6.60073 0.098
C -3.30499 1.29584 -6.72776 -0.087
```

Values from the calculation:
E_HOMO = -3.8 eV
Charge = -1
HOMO-LUMO gap = 5.05 eV

Record 3
Here is a 4-piece molecular cluster, C26H57FN2O14S overall at a distorted geometry from OMol25. Energies are from ωB97M-V with the def2-TZVPD basis set.

Geometry as XYZ:
```
101
Properties=species:S:1:pos:R:3:lowdin_charge:R:1
H 2.06832 -2.19407 5.85333 0.130
H -0.33535 -0.56826 -0.49250 0.127
O 0.19505 -2.28290 0.39504 -0.131
C 3.33904 2.23041 5.23334 -0.095
H -6.62298 1.37040 -7.70681 0.134
H -1.55077 0.19528 -6.75628 0.111
H -1.91692 -3.54061 -3.77637 0.080
O -4.50048 -1.25525 -4.69583 -0.233
H 0.10525 5.16836 7.11883 0.127
H -11.06085 -0.98248 -7.71461 0.087
H -3.30085 0.40064 -8.67121 0.115
H -3.79333 0.96195 -6.31847 0.100
H 1.03259 2.52732 4.44543 0.124
C -1.26739 -4.06891 -3.06847 -0.109
H -3.53624 -2.13487 -7.07716 0.111
H 1.03489 -1.35158 -1.26802 0.122
C -8.13317 0.52203 -6.50229 -0.435
H -1.21693 -1.35820 -2.51717 0.126
H 7.66126 -0.32427 6.48060 0.089
N -5.66105 0.10090 -6.42129 -0.186
H 2.77283 8.82401 5.76194 0.088
H 4.51092 -2.32260 4.10511 0.120
C -2.94282 -1.31619 -7.47130 -0.209
C -0.70303 -1.76175 -6.44515 -0.097
H 5.37299 -3.80565 4.49556 0.127
H 4.72132 -0.93399 6.69268 0.122
H 4.82036 -2.89654 -0.79499 0.088
C 1.87683 -0.72297 3.90409 -0.104
H 2.90280 -4.28114 0.44579 0.129
H 1.81470 8.36912 4.31975 0.088
N -4.46296 0.64717 -7.00504 -0.048
H 1.93505 3.02359 2.98584 0.129
H 3.56607 8.08838 4.35349 0.087
C 7.44520 0.01138 5.45950 -0.112
H 1.64210 4.55112 6.52267 0.122
C 3.99893 -1.75211 6.66940 -0.180
H 2.60749 1.75194 5.89405 0.086
C 2.70468 -1.31787 6.02147 -0.198
H 7.08958 -2.41187 5.73707 0.129
C -0.91196 -2.13013 -1.79651 -0.201
H 2.73972 -2.55783 0.89430 0.119
H -6.59551 1.98232 -6.07273 0.132
C 6.51347 -2.06348 4.87164 -0.204
H 0.52837 7.32265 5.88315 0.127
O 4.56321 -2.92286 6.09883 -0.124
H 4.20116 -2.05028 -2.22828 0.087
H -11.17886 -2.01424 -6.31103 0.096
C -6.74961 1.09344 -6.66894 -0.070
H 3.77650 -2.02031 7.70446 0.128
C 2.40920 -3.33271 0.19178 -0.204
O 2.84776 3.46995 4.76032 -0.192
C 0.91141 -3.50634 0.31033 -0.183
H 7.07877 -2.28697 3.95614 0.128
C 5.18502 -2.78301 4.82953 -0.182
C 0.82927 5.24608 6.30459 -0.184
C 3.99718 -2.28695 -1.18598 -0.114
O -0.31055 -3.19323 -2.51635 -0.201
H -1.04624 -2.72089 -6.07869 0.067
F -4.76693 1.08651 -4.24592 -0.126
H 3.58511 1.56314 4.40955 0.080
O -8.52066 -0.43039 -7.40448 0.092
C -3.87839 -0.23384 -8.00429 -0.200
C -9.17857 -1.50823 -6.77468 -0.451
H -2.41594 -1.71910 -8.33445 0.109
H -2.28999 -0.73137 -5.49931 0.077
C 1.65903 3.31587 4.00969 -0.208
C 0.87819 4.60953 3.96848 -0.181
C 1.32245 6.67518 6.27296 -0.206
H 1.52496 5.45494 3.72821 0.122
O 2.48994 6.78949 5.47635 -0.198
H -1.80141 -2.48595 -1.26352 0.131
C 2.66097 8.08735 4.95752 -0.117
O 0.11505 4.85816 5.14070 -0.127
O 2.77604 -2.98716 -1.13320 -0.197
H -1.87586 -4.52673 -2.28002 0.090
O -8.59066 -2.17557 -5.97096 0.162
H 0.14128 4.52473 3.16676 0.126
H 0.98551 -0.24287 4.32547 0.091
O -8.86693 0.89426 -5.61189 0.147
H 0.52001 -4.14185 -0.48559 0.122
H 0.08942 -1.36737 -5.82380 0.071
O 6.32049 -0.65976 4.93947 -0.205
H 2.18211 -0.61904 6.69090 0.125
C -1.89397 -0.80726 -6.50711 -0.279
H 3.93642 -1.34974 -0.61993 0.088
H -4.66035 -0.67569 -8.60533 0.117
H 1.57463 6.99198 7.29459 0.128
H -0.30523 -1.88431 -7.44780 0.070
O -6.68273 -0.37318 -4.14386 -0.193
H 0.71549 -4.01385 1.25780 0.126
H 7.21321 1.07410 5.48779 0.085
O 2.96452 -0.64965 4.79870 -0.242
H -0.73439 -4.85872 -3.59430 0.089
C -10.57977 -1.79034 -7.17953 0.029
H 2.15581 -0.20145 2.98977 0.088
H -10.60347 -2.67556 -7.80233 0.095
H 4.24203 2.43224 5.80816 0.092
S -5.44801 -0.20920 -4.80184 0.601
H 8.32644 -0.14414 4.82653 0.088
H 1.64952 -1.76488 3.65279 0.087
C 0.06316 -1.53540 -0.80667 -0.181
```

Values from the calculation:
E_HOMO = -9.1 eV
SMILES = CCCCNN(CC(=O)OC(C)=O)S(=O)(=O)F.COCCOCCOC.COCCOCCOC.COCCOCCOC
HOMO-LUMO gap = 9.63 eV

Record 4
Here is a 4-piece molecular cluster, C3H13NO4 overall at a distorted geometry from OMol25. Energies are from ωB97M-V with the def2-TZVPD basis set.

Geometry as XYZ:
```
21
Properties=species:S:1:pos:R:3:lowdin_charge:R:1
H -1.91178 -2.29652 1.81611 0.124
H 5.59502 -0.35023 -1.47896 0.033
C -1.11783 -0.69128 0.37476 -0.157
C -0.09284 -1.48571 -0.51073 -0.254
H 0.89450 -1.15687 -0.24970 0.103
O -3.76990 0.24865 -1.84339 -0.087
C -2.21625 -1.52205 1.09476 -0.234
H -0.64553 -0.20337 1.23109 0.099
O 6.23713 -0.25472 -2.19163 -0.058
H 5.81047 0.05875 -2.98601 0.025
H 2.54526 5.51371 4.45212 0.026
H 0.33630 -0.71841 -2.30727 0.059
H -1.45840 0.18810 -0.21959 0.115
N -0.37577 -1.32105 -1.93328 -0.007
O -3.36359 -1.35365 0.76249 0.030
H 1.25486 4.75427 5.00752 0.024
H -0.38426 -2.52865 -0.27851 0.103
H -3.38951 -0.54545 -1.40935 0.002
O 1.98068 4.74877 4.39339 -0.050
H -4.63429 0.12697 -1.40529 0.046
H -1.29425 -1.21126 -2.31851 0.059
```

Values from the calculation:
E_HOMO = -9.2 eV
SMILES = NCCC=O.O.O.O
HOMO-LUMO gap = 9.65 eV

Record 5
Here is the molecule C4H6ClN3 from OMol25. Energies are from ωB97M-V with the def2-TZVPD basis set.

Geometry as XYZ:
```
14
Properties=species:S:1:pos:R:3:lowdin_charge:R:1
H 1.95689 2.14397 -0.34660 0.131
N 3.48220 0.92492 -0.75146 -0.038
H 4.97965 -0.39987 -1.03640 0.069
H 1.38736 -0.75668 -0.44639 0.119
H -2.51868 1.08003 0.73358 0.059
C 1.17423 0.29094 -0.21200 -0.204
Cl -3.52110 -1.08547 0.56531 0.572
C -2.23615 0.07896 0.48814 -0.558
C -0.99749 -0.25698 0.15222 -0.271
H -0.73239 -1.29045 -0.05055 0.102
H 3.43416 -1.12291 -0.21903 0.066
C 3.95625 -0.25294 -0.65529 -0.062
N 2.21109 1.18086 -0.34215 -0.024
N 0.01680 0.69981 0.11028 0.039
```

Values from the calculation:
E_HOMO = -8.3 eV
SMILES = C=NN/C=N/C=C/Cl
HOMO-LUMO gap = 8.78 eV

Record 6
Here is the molecule C6H16N2 at a distorted geometry from OMol25. Energies are from ωB97M-V with the def2-TZVPD basis set.

Geometry as XYZ:
```
24
Properties=species:S:1:pos:R:3:lowdin_charge:R:1
C -0.95640 -0.60292 1.57235 -0.426
N -0.43245 0.62599 2.37520 0.031
H -1.28528 1.10102 -0.13808 0.120
H 0.05687 1.70595 -1.96626 0.071
C -0.79587 0.21548 -0.68716 -0.221
H -0.38131 -1.81692 -0.24196 0.114
H 1.69903 1.27165 -3.38568 0.004
H -2.14063 -1.68954 3.05215 0.077
H -0.43264 -1.17893 3.47436 0.075
H 0.31757 1.16298 2.03721 0.037
C -0.23520 -0.85471 0.25542 -0.177
H -0.17945 0.12451 -2.66330 0.098
H 2.27752 2.33108 -2.30530 0.086
H -1.10429 -2.64961 2.55901 0.054
H 2.27428 0.48083 -0.83929 0.084
C -1.09721 -1.59276 2.69633 -0.098
H 1.88421 -0.67902 -2.14778 0.062
H 0.92100 -0.82209 0.40972 0.133
N 2.45493 1.35674 -2.73973 -0.040
C 0.20731 0.68089 -1.79129 -0.193
H -1.59316 -0.18759 -1.38953 0.117
C 1.78008 0.26610 -1.77931 -0.186
H -1.24582 1.25762 2.30091 0.073
H -1.99310 -0.50673 1.34202 0.107
```

Values from the calculation:
E_HOMO = -9.5 eV
SMILES = C[C@@H](N)CCCCN
HOMO-LUMO gap = 10.32 eV